A.
A cluster of 2 separate species, C5H14S in total, computed with ωB97M-V/def2-TZVPD.

Bonds (Å) are listed after each position.
Cartesian coordinates (Å):
1 C 1.166 -0.984 -1.318  C2 1.542, H5 1.124, H6 1.087, H7 1.104
2 C -0.081 -1.256 -0.454  C1 1.542, S3 1.793, H8 1.100, H9 1.071
3 S 0.276 -1.143 1.299  C2 1.793, C4 1.792
4 C 0.833 -2.829 1.539  S3 1.792, H10 1.113, H11 1.112, H12 1.099
5 H 1.038 -0.319 -2.215  C1 1.124
6 H 1.720 -1.867 -1.629  C1 1.087
7 H 1.809 -0.278 -0.764  C1 1.104
8 H -0.759 -0.438 -0.742  C2 1.100
9 H -0.468 -2.232 -0.670  C2 1.071
10 H 1.522 -2.927 2.408  C4 1.113
11 H 0.028 -3.565 1.752  C4 1.112
12 H 1.404 -3.220 0.685  C4 1.099
13 C -1.342 3.094 -0.498  C14 1.509, H15 1.118, H16 1.104, H17 1.076
14 C -0.798 2.137 0.534  C13 1.509, H18 1.072, H19 1.096, H20 1.142
15 H -1.688 4.061 -0.058  C13 1.118
16 H -0.580 3.307 -1.268  C13 1.104
17 H -2.207 2.707 -1.008  C13 1.076
18 H -1.353 1.226 0.627  C14 1.072
19 H -0.813 2.547 1.550  C14 1.096
20 H 0.292 1.978 0.232  C14 1.142

The total charge is 0. The molar mass comes out at 106.2 u.

B.
A cluster of 2 separate species, C5H14S in total, computed with ωB97M-V/def2-TZVPD.

Bonds (Å) are listed after each position.
Cartesian coordinates (Å):
1 C 1.216 -1.128 2.738  C2 1.550, H5 1.065, H6 1.093, H7 1.097
2 C 0.761 -0.874 1.279  C1 1.550, S3 1.935, H8 1.100, H9 1.093
3 S 2.449 -0.678 0.352  C2 1.935, C4 1.807
4 C 2.051 0.579 -0.884  S3 1.807, H10 1.092, H11 1.111, H12 1.071
5 H 2.249 -1.291 2.939  C1 1.065
6 H 0.522 -1.938 2.978  C1 1.093
7 H 0.864 -0.279 3.337  C1 1.097
8 H 0.228 -1.758 0.900  C2 1.100
9 H -0.026 -0.146 1.067  C2 1.093
10 H 2.848 1.305 -1.053  C4 1.092
11 H 2.035 0.107 -1.889  C4 1.111
12 H 1.078 1.004 -0.735  C4 1.071
13 C -1.539 1.066 -0.964  C14 1.566, H15 1.093, H16 1.096, H17 1.070
14 C -2.440 0.132 -1.841  C13 1.566, H18 1.101, H19 1.081, H20 1.082
15 H -1.651 2.115 -1.251  C13 1.093
16 H -1.885 1.089 0.075  C13 1.096
17 H -0.507 0.784 -0.992  C13 1.070
18 H -3.210 0.799 -2.257  C14 1.101
19 H -3.101 -0.433 -1.199  C14 1.081
20 H -1.943 -0.455 -2.601  C14 1.082

The total charge is 0. The molar mass comes out at 106.2 u.

C.
A cluster of 2 separate species, C5H14S in total, computed with ωB97M-V/def2-TZVPD.

Bonds (Å) are listed after each position.
Cartesian coordinates (Å):
1 C 0.590 1.143 -1.727  C2 1.498, H5 1.094, H6 1.098, H7 1.098
2 C 0.774 1.057 -0.243  C1 1.498, S3 1.819, H8 1.097, H9 1.085
3 S 1.603 -0.474 0.286  C2 1.819, C4 1.778
4 C 1.723 -0.072 2.014  S3 1.778, H10 1.087, H11 1.090, H12 1.083
5 H 0.097 2.060 -2.067  C1 1.094
6 H -0.070 0.356 -2.115  C1 1.098
7 H 1.535 1.113 -2.285  C1 1.098
8 H 1.434 1.837 0.154  C2 1.097
9 H -0.141 1.169 0.330  C2 1.085
10 H 2.176 0.894 2.220  C4 1.087
11 H 0.746 -0.129 2.494  C4 1.090
12 H 2.327 -0.834 2.490  C4 1.083
13 C -2.677 -0.017 -0.673  C14 1.538, H15 1.080, H16 1.095, H17 1.094
14 C -3.126 -1.353 -0.058  C13 1.538, H18 1.092, H19 1.092, H20 1.094
15 H -1.610 0.097 -0.550  C13 1.080
16 H -2.866 0.007 -1.751  C13 1.095
17 H -3.270 0.780 -0.215  C13 1.094
18 H -2.618 -2.166 -0.581  C14 1.092
19 H -4.205 -1.508 -0.120  C14 1.092
20 H -2.801 -1.367 0.987  C14 1.094

The total charge is 0. The molar mass comes out at 106.2 u.

Most stable structure: C